No. 1
{"formula": "C24H31B3FNO9", "method": "ωB97M-V with the def2-TZVPD basis set", "species": ["C", "C", "O", "N", "C", "C", "C", "C", "B", "O", "B", "C", "C", "C", "O", "O", "B", "C", "C", "C", "F", "O", "H", "H", "H", "H", "H", "H", "H", "H", "H", "H", "H", "H", "H", "H", "H", "H", "H", "H", "H", "H", "H", "H", "H", "O", "C", "C", "C", "C", "O", "C", "C", "H", "H", "H", "H", "O", "C", "C", "C", "C", "O", "C", "C", "H", "H", "H", "H"], "coordinates": [[2.294, -3.009, 2.958], [1.447, -2.421, 1.641], [0.887, -1.197, 1.849], [1.354, -3.155, 0.321], [-0.054, -3.214, -0.226], [-0.536, -1.889, -1.062], [0.292, -1.596, -2.446], [1.525, -0.523, -2.254], [1.034, 1.046, -2.061], [-0.365, 1.506, -1.938], [-0.404, 2.127, -0.567], [-1.361, 1.500, 0.613], [-2.616, 2.707, 0.999], [-4.044, 2.032, 1.721], [-2.909, 2.913, 2.521], [0.522, 3.300, -0.380], [1.873, 2.676, -0.607], [2.898, 2.666, 0.671], [4.280, 1.812, 0.476], [4.146, 0.247, 1.051], [4.874, 1.860, -0.880], [2.099, 2.105, -1.947], [1.573, -2.890, 3.889], [3.208, -2.274, 3.180], [2.625, -4.122, 2.810], [2.053, -2.826, -0.381], [-0.797, -3.334, 0.684], [-0.194, -4.148, -0.923], [-0.458, -0.948, -0.372], [-1.691, -2.037, -1.296], [-0.470, -1.081, -3.206], [0.647, -2.586, -3.011], [2.052, -0.818, -1.227], [2.359, -0.598, -3.073], [-0.834, 1.323, 1.643], [-1.953, 0.580, 0.196], [-2.765, 3.664, 0.201], [-5.002, 2.693, 1.840], [-3.954, 0.879, 1.917], [3.151, 3.758, 1.061], [2.310, 2.149, 1.572], [5.084, 2.316, 1.199], [3.806, 0.225, 2.185], [3.483, -0.436, 0.371], [5.235, -0.240, 1.039], [-6.406, 0.707, 3.497], [-6.404, 1.209, 4.613], [-7.071, 0.548, 5.752], [-7.069, 1.098, 6.970], [-6.401, 2.388, 7.229], [-6.398, 2.890, 8.345], [-5.734, 3.049, 6.090], [-5.735, 2.499, 4.872], [-7.556, -0.399, 5.546], [-7.554, 0.627, 7.817], [-5.249, 3.996, 6.296], [-5.251, 2.970, 4.025], [3.485, -0.893, -9.289], [3.420, -1.338, -8.151], [4.488, -1.079, -7.165], [4.417, -1.567, -5.922], [3.268, -2.383, -5.482], [3.203, -2.827, -4.345], [2.200, -2.641, -6.469], [2.271, -2.154, -7.711], [5.324, -0.479, -7.503], [5.191, -1.388, -5.187], [1.364, -3.242, -6.131], [1.497, -2.333, -8.447]], "forces_ev_per_angstrom": [[-0.534, 0.537, -0.486], [-1.407, 5.599, 1.188], [2.948, -7.415, -1.508], [-0.601, 0.865, 1.747], [-1.312, 0.775, -0.354], [-0.265, -0.001, 0.057], [-0.632, 0.451, -1.148], [-0.119, -0.627, 0.785], [0.174, 1.237, -0.680], [2.855, -0.396, 3.185], [0.681, 1.190, -1.251], [-1.992, 1.739, 0.374], [-2.696, -1.251, 1.678], [4.203, 2.649, 0.259], [-0.800, -2.089, -4.731], [0.519, -4.570, -0.236], [-1.038, 1.127, -1.240], [0.544, -0.376, 0.375], [0.740, -0.162, 1.963], [1.277, -0.012, -0.583], [-1.506, -0.208, 2.657], [-2.470, -1.563, 3.347], [1.420, -0.358, -2.073], [-1.974, -1.740, -0.759], [-0.590, 2.303, 0.267], [-0.741, -0.303, 0.972], [1.613, 0.158, -1.815], [0.562, 1.695, 1.410], [-0.054, -1.864, -1.232], [2.416, 0.254, 0.340], [1.554, -1.156, 1.638], [-0.608, 2.042, 1.512], [-0.865, 0.800, -2.067], [-1.632, 0.073, 1.503], [-0.954, 0.126, -2.106], [1.262, 1.673, 1.076], [0.504, -2.616, 2.722], [1.868, -1.903, -0.760], [-0.492, 2.628, -0.173], [-0.598, -2.222, -1.014], [1.203, 1.077, -1.910], [-1.585, -1.067, -1.839], [0.418, 0.280, -2.534], [1.005, 1.472, 1.409], [-2.311, 1.135, -0.071], [-0.032, 0.276, 0.664], [0.025, -0.304, -0.730], [-0.126, -0.023, 0.467], [-0.134, -0.375, -0.310], [0.043, 0.429, 0.850], [-0.020, -0.356, -0.745], [0.109, -0.003, -0.459], [0.096, 0.361, 0.267], [0.025, 0.033, -0.028], [0.023, 0.040, 0.001], [-0.021, -0.042, 0.020], [0.049, -0.025, 0.074], [-0.053, -0.321, 0.800], [0.069, 0.374, -0.920], [0.184, -0.054, 0.450], [0.224, 0.245, -0.319], [-0.023, -0.303, 0.744], [0.014, 0.259, -0.651], [-0.180, 0.057, -0.429], [-0.247, -0.262, 0.350], [-0.049, -0.018, -0.020], [-0.040, -0.015, 0.012], [0.037, 0.017, 0.023], [0.040, 0.026, -0.006]], "homo_ev": -9.6, "lumo_energy_ev": -1.74, "orbital_gap_ev": 7.8386, "total_energy_ha": -1839.27519, "smiles": "CC(=O)NCCCCB1OB(C[C@H]2CO2)OB(C[C@@H](C)F)O1.O=C1C=CC(=O)C=C1.O=C1C=CC(=O)C=C1", "total_charge": 0}

***

No. 2
{"formula": "C24H31BeN3O3", "method": "ωB97M-V with the def2-TZVPD basis set", "species": ["Be", "O", "C", "O", "C", "O", "N", "C", "C", "H", "H", "H", "H", "C", "C", "H", "H", "H", "C", "C", "C", "C", "C", "C", "C", "N", "C", "C", "C", "C", "C", "C", "C", "N", "C", "C", "C", "C", "H", "H", "H", "H", "H", "H", "H", "H", "H", "H", "H", "H", "H", "H", "H", "H", "H", "H", "H", "H", "H", "H", "H", "H"], "coordinates": [[-1.697, 0.081, -0.330], [-3.009, 0.943, -1.550], [-4.255, 0.882, -1.625], [-3.256, -0.772, 0.555], [-4.449, -0.581, 0.322], [-5.380, -1.149, 1.045], [-4.999, 0.197, -0.687], [-6.706, -0.689, 0.636], [-6.470, 0.059, -0.676], [-7.080, -0.055, 1.433], [-7.333, -1.566, 0.533], [-6.952, 1.031, -0.675], [-6.797, -0.511, -1.541], [-4.981, 1.532, -2.703], [-4.525, 1.524, -3.958], [-5.920, 2.013, -2.477], [-3.599, 1.037, -4.224], [-5.081, 2.000, -4.752], [3.208, -3.271, -3.797], [3.324, -2.414, -2.515], [3.934, -3.295, -1.405], [4.285, -1.242, -2.827], [1.963, -1.862, -2.038], [0.732, -2.178, -2.674], [-0.470, -1.641, -2.197], [-0.442, -0.805, -1.133], [0.706, -0.466, -0.490], [1.925, -0.999, -0.919], [0.530, 0.470, 0.663], [1.541, 0.874, 1.545], [1.211, 1.675, 2.669], [-0.141, 2.072, 2.827], [-1.110, 1.678, 1.897], [-0.743, 0.887, 0.863], [2.256, 2.063, 3.740], [2.224, 3.585, 4.006], [1.926, 1.307, 5.044], [3.706, 1.695, 3.335], [4.208, -3.641, -4.113], [2.793, -2.669, -4.635], [2.561, -4.158, -3.629], [4.920, -3.700, -1.721], [4.091, -2.722, -0.468], [3.261, -4.151, -1.181], [3.862, -0.591, -3.621], [4.479, -0.615, -1.932], [5.270, -1.623, -3.174], [0.681, -2.830, -3.534], [-1.409, -1.870, -2.683], [2.835, -0.735, -0.405], [2.543, 0.523, 1.383], [-0.460, 2.664, 3.672], [-2.148, 1.952, 2.030], [1.238, 3.914, 4.392], [2.976, 3.861, 4.778], [2.447, 4.149, 3.077], [1.969, 0.208, 4.869], [2.656, 1.555, 5.845], [0.909, 1.556, 5.414], [3.825, 0.600, 3.197], [3.991, 2.216, 2.395], [4.425, 2.001, 4.125]], "forces_ev_per_angstrom": [[-1.675, -0.070, -0.126], [0.309, -0.797, 0.710], [1.046, -0.200, 0.497], [0.736, 0.721, -0.776], [0.495, -0.221, 0.275], [0.013, 0.204, -0.262], [0.087, 0.081, 0.104], [0.232, -0.083, 0.124], [0.064, 0.013, -0.141], [-0.020, 0.048, 0.029], [-0.028, -0.044, -0.024], [-0.026, 0.063, -0.015], [-0.007, -0.006, -0.075], [-0.149, 0.228, -0.698], [0.021, 0.051, 0.431], [-0.172, -0.065, 0.104], [0.093, -0.031, 0.021], [-0.052, 0.006, -0.014], [-0.336, -0.036, -0.175], [0.337, -0.226, -0.379], [-0.072, -0.232, 0.490], [0.061, 0.496, 0.019], [-0.184, -0.092, -0.191], [-0.094, 0.537, 0.714], [1.855, 0.203, 0.452], [-1.359, 0.714, 0.537], [0.738, -0.759, -0.746], [-0.950, 0.065, -0.223], [0.293, 0.615, 1.071], [-1.075, 0.123, 0.088], [0.032, -0.098, -0.072], [-0.031, -0.470, -0.788], [1.848, -0.326, 0.484], [-1.091, -0.580, -1.126], [0.541, 0.113, 0.148], [-0.247, 0.390, -0.020], [-0.345, -0.470, 0.255], [0.042, -0.146, -0.343], [-0.646, 0.310, 0.312], [0.233, -0.420, 0.419], [0.364, 0.463, -0.161], [-0.666, 0.310, 0.120], [-0.055, -0.339, -0.473], [0.453, 0.455, -0.081], [0.307, -0.350, 0.437], [-0.093, -0.301, -0.470], [-0.705, 0.138, 0.205], [0.176, -0.023, 0.011], [-0.078, 0.156, 0.250], [0.082, -0.005, -0.007], [0.213, 0.052, 0.079], [0.114, 0.032, 0.010], [0.009, -0.101, -0.293], [0.514, -0.127, -0.233], [-0.441, -0.279, -0.554], [-0.108, -0.241, 0.556], [-0.039, 0.643, 0.188], [-0.443, -0.075, -0.599], [0.564, -0.135, -0.149], [-0.026, 0.582, 0.053], [-0.060, -0.325, 0.511], [-0.600, -0.139, -0.488]], "homo_ev": -15.2, "lumo_energy_ev": -6.40, "orbital_gap_ev": 8.7920, "total_energy_ha": -1337.52807, "total_charge": 2}

***

No. 3
{"formula": "C24H31BrF8NbO21", "method": "ωB97M-V with the def2-TZVPD basis set", "species": ["F", "Nb", "C", "C", "C", "Br", "H", "H", "H", "H", "H", "H", "H", "H", "H", "H", "C", "C", "O", "C", "O", "O", "F", "H", "H", "H", "C", "C", "O", "C", "O", "O", "F", "H", "H", "H", "C", "C", "O", "C", "O", "O", "F", "H", "H", "H", "C", "C", "O", "C", "O", "O", "F", "H", "H", "H", "C", "C", "O", "C", "O", "O", "F", "H", "H", "H", "C", "C", "O", "C", "O", "O", "F", "H", "H", "H", "C", "C", "O", "C", "O", "O", "F", "H", "H", "H"], "coordinates": [[2.643, -0.611, -2.695], [2.181, 0.739, -1.343], [3.908, 0.318, 0.049], [5.241, 0.239, -0.734], [5.936, 1.587, -0.686], [7.715, 1.505, -1.543], [3.260, 2.075, -2.027], [0.871, 1.446, -2.421], [0.979, -0.465, -0.569], [1.519, 1.935, -0.169], [4.007, 1.006, 0.899], [3.665, -0.680, 0.452], [5.913, -0.512, -0.288], [5.094, -0.050, -1.783], [5.394, 2.349, -1.249], [6.115, 1.922, 0.339], [-0.390, -2.953, -1.418], [-1.354, -3.904, -2.100], [-2.553, -3.722, -1.369], [-2.511, -2.461, -0.836], [-3.461, -1.910, -0.368], [-1.294, -1.942, -0.943], [-0.966, -5.205, -2.012], [0.107, -3.431, -0.574], [0.354, -2.511, -2.074], [-1.551, -3.683, -3.151], [-1.576, 4.324, -2.191], [-1.399, 5.814, -2.393], [-0.032, 5.998, -2.161], [0.618, 4.797, -2.407], [1.787, 4.683, -2.483], [-0.301, 3.816, -2.539], [-2.119, 6.547, -1.489], [-1.777, 4.104, -1.138], [-2.345, 3.877, -2.814], [-1.650, 6.172, -3.394], [-5.844, -3.241, 1.566], [-6.797, -4.191, 0.874], [-8.005, -3.989, 1.584], [-7.977, -2.739, 2.123], [-8.918, -2.183, 2.587], [-6.735, -2.221, 2.034], [-6.424, -5.488, 0.991], [-5.375, -3.732, 2.421], [-5.085, -2.822, 0.913], [-6.969, -3.973, -0.182], [-7.216, 1.416, 0.653], [-6.019, 2.246, 1.076], [-5.413, 2.550, -0.161], [-6.373, 2.522, -1.131], [-6.237, 2.951, -2.226], [-7.496, 1.942, -0.646], [-5.149, 1.549, 1.838], [-6.935, 0.363, 0.574], [-8.084, 1.526, 1.295], [-6.266, 3.179, 1.589], [9.752, 2.364, 1.547], [10.912, 1.434, 1.833], [11.137, 1.632, 3.213], [9.973, 2.068, 3.777], [9.777, 2.127, 4.945], [9.090, 2.408, 2.815], [12.035, 1.771, 1.148], [10.119, 3.361, 1.297], [9.084, 2.002, 0.770], [10.702, 0.378, 1.654], [-2.825, 3.838, 1.905], [-2.607, 5.322, 1.670], [-1.337, 5.539, 2.240], [-0.645, 4.350, 2.196], [0.515, 4.215, 2.355], [-1.499, 3.340, 1.906], [-3.535, 6.082, 2.316], [-3.282, 3.666, 2.882], [-3.406, 3.350, 1.129], [-2.586, 5.624, 0.621], [1.581, -8.839, -1.281], [0.173, -8.666, -0.743], [0.281, -7.484, 0.012], [1.305, -6.739, -0.498], [1.509, -5.603, -0.241], [2.043, -7.494, -1.350], [-0.195, -9.689, 0.069], [2.187, -9.401, -0.568], [1.628, -9.301, -2.262], [-0.597, -8.533, -1.505]], "forces_ev_per_angstrom": [[-0.383, 0.377, 0.552], [1.019, -2.576, -1.142], [0.161, 0.894, -0.148], [0.183, -0.013, 0.253], [-0.179, 0.010, -0.050], [-0.004, -0.014, 0.005], [-0.332, 0.371, 0.213], [0.319, 0.546, 0.246], [-0.343, 0.327, 0.261], [-0.212, -0.086, -0.030], [0.033, -0.254, -0.065], [-0.177, 0.167, -0.140], [-0.101, 0.124, -0.110], [0.032, 0.021, 0.169], [0.025, -0.139, 0.167], [0.010, -0.065, -0.222], [0.108, 0.038, -0.068], [0.098, 0.031, 0.009], [-0.078, 0.126, -0.092], [-0.035, 0.077, 0.008], [-0.033, -0.234, 0.043], [-0.023, -0.017, 0.065], [-0.080, -0.065, 0.083], [-0.039, -0.057, -0.016], [-0.087, 0.161, 0.019], [0.074, -0.074, -0.022], [-0.125, -0.109, 0.060], [0.143, -0.047, -0.024], [0.038, 0.069, -0.167], [0.077, -0.122, 0.298], [-0.151, 0.200, -0.124], [0.079, 0.098, -0.155], [0.016, -0.013, 0.038], [-0.038, 0.027, -0.013], [0.060, -0.034, -0.053], [-0.130, 0.075, 0.070], [0.230, -0.108, -0.032], [-0.026, 0.013, 0.017], [-0.111, 0.146, -0.106], [-0.094, -0.024, 0.081], [0.109, -0.055, -0.026], [-0.031, 0.073, 0.001], [-0.009, 0.020, 0.089], [-0.035, -0.046, -0.024], [-0.048, 0.176, -0.029], [0.071, -0.102, -0.029], [-0.019, -0.127, 0.092], [-0.106, -0.119, -0.012], [-0.012, 0.304, -0.091], [0.012, -0.144, -0.021], [-0.003, -0.041, 0.067], [0.037, 0.054, -0.111], [0.038, -0.064, 0.010], [0.025, 0.070, 0.076], [-0.030, 0.052, -0.061], [0.037, -0.044, 0.097], [0.037, -0.006, -0.102], [-0.010, 0.019, 0.020], [-0.070, -0.189, 0.067], [-0.021, 0.105, 0.114], [0.045, 0.022, -0.135], [0.002, 0.003, 0.058], [0.002, 0.071, 0.026], [0.040, -0.029, -0.043], [-0.107, 0.012, 0.110], [0.077, 0.009, -0.092], [-0.161, 0.076, -0.054], [0.040, -0.078, 0.039], [0.144, -0.054, -0.159], [0.033, -0.182, -0.118], [-0.022, 0.318, 0.239], [0.057, -0.144, -0.002], [0.038, -0.003, 0.087], [-0.070, 0.086, -0.014], [0.114, -0.024, -0.058], [-0.108, 0.065, 0.092], [0.007, -0.100, -0.031], [0.017, 0.026, -0.016], [-0.092, 0.126, -0.099], [0.050, 0.127, 0.055], [0.027, -0.130, 0.046], [0.006, 0.063, 0.018], [0.053, 0.010, 0.049], [-0.048, -0.042, 0.002], [-0.001, 0.090, -0.037], [-0.037, -0.098, 0.032]], "homo_ev": -5.1, "lumo_energy_ev": 1.82, "orbital_gap_ev": 6.9233, "total_energy_ha": -5943.07662, "total_charge": -1}